(1)
DFT (the ωB97M-V functional and the def2-TZVPD basis) results for a structure of composition C22H37ClNO2P3Pb at a distorted geometry.

Total charge ... +4
Energy relative to the best compared isomer or geometry (same formula, charge and spin) ... 125.37 kJ/mol
E_HOMO (alpha / beta) ... -17.1 / -17.0 eV
HOMO-LUMO gap (alpha / beta) ... 4.1 / 3.1 eV

XYZ file:
```
67
Properties=species:S:1:pos:R:3:forces:R:3
P 3.980 -0.086 0.662 4.5 -1.6 -0.4
C 4.996 -0.473 2.186 -1.6 0.7 0.5
H 6.082 -0.543 2.020 -0.4 0.2 -0.5
H 4.612 -1.421 2.590 0.1 0.4 0.1
H 4.773 0.361 2.866 0.4 -0.4 0.3
C 4.200 -1.627 -0.291 -1.6 -0.3 -0.2
H 3.737 -1.449 -1.277 0.1 -0.5 0.3
H 3.730 -2.463 0.250 0.1 0.1 -0.5
H 5.254 -1.876 -0.470 0.0 0.4 0.3
C 5.057 0.991 -0.377 -1.4 1.1 0.1
H 6.114 0.678 -0.403 -0.4 -0.2 0.5
H 4.939 1.998 0.049 0.5 -0.1 -0.5
H 4.674 0.974 -1.412 0.1 0.2 0.4
P -1.094 4.001 0.212 0.0 0.3 -0.9
C -1.315 5.303 1.480 0.0 -0.2 0.1
H -1.749 6.247 1.124 0.1 -0.3 -0.1
H -0.328 5.501 1.915 -0.3 0.0 0.1
H -1.973 4.878 2.247 0.2 0.2 0.0
C -0.063 4.851 -1.059 0.2 0.1 0.2
H -0.119 4.265 -1.995 0.2 0.2 0.3
H 0.970 4.899 -0.675 -0.3 0.0 -0.4
H -0.412 5.871 -1.278 0.1 -0.3 0.1
C -2.687 4.043 -0.697 -0.2 -0.2 0.2
H -3.027 5.061 -0.924 0.0 -0.2 0.2
H -3.406 3.529 -0.045 -0.1 0.2 -0.4
H -2.596 3.506 -1.657 -0.1 0.0 0.3
P -3.339 -2.215 0.707 -2.2 -0.5 1.0
C -4.173 -2.837 2.179 -0.1 -0.1 0.6
H -4.782 -3.746 1.974 0.4 0.5 -0.2
H -4.845 -2.052 2.568 0.3 -0.3 0.0
H -3.406 -3.106 2.926 -0.4 0.2 -0.1
C -4.589 -2.033 -0.589 0.1 0.6 -0.1
H -5.204 -2.958 -0.633 0.4 0.5 0.3
H -4.062 -1.948 -1.553 -0.4 0.3 0.2
H -5.219 -1.163 -0.357 0.0 -0.3 -0.4
C -2.381 -3.574 0.054 1.0 0.5 0.0
H -3.082 -4.401 -0.145 0.1 0.3 0.4
H -1.627 -3.843 0.804 0.0 -0.3 -0.5
H -1.956 -3.298 -0.923 0.2 -0.1 0.4
Pb 0.011 -0.148 -2.378 0.2 0.3 5.8
C 1.349 1.307 0.715 -0.3 2.3 3.0
O 1.276 1.976 1.652 0.4 -2.3 -3.0
C -2.308 -0.451 0.911 1.9 3.0 -1.0
O -2.132 0.660 1.300 -1.9 -4.3 -0.5
C -1.363 -0.211 -4.352 -0.3 -0.1 -0.8
C -0.698 -1.465 -4.314 -0.1 -0.2 -0.9
C 0.723 -1.509 -4.334 0.0 -0.6 -0.8
C 1.470 -0.309 -4.375 0.5 -0.2 -0.6
C 0.807 0.935 -4.400 0.2 0.5 -0.6
C -0.605 0.986 -4.384 -0.4 0.3 -0.8
H -2.449 -0.142 -4.251 0.2 -0.1 -0.3
H -1.275 -2.392 -4.210 0.2 0.3 -0.2
H 1.229 -2.486 -4.277 -0.2 0.5 -0.1
H 2.565 -0.323 -4.307 -0.4 -0.1 -0.2
H 1.385 1.859 -4.313 -0.2 -0.2 -0.3
H -1.116 1.940 -4.270 0.1 0.0 -0.3
Cl 0.014 -0.465 5.958 0.0 -0.1 0.2
C 0.276 -1.201 4.444 0.0 0.0 -0.5
C 0.664 -2.540 4.328 0.0 0.2 -0.1
C 0.866 -3.062 3.052 -0.1 0.4 -0.6
C 0.661 -2.212 1.946 0.2 -0.9 0.9
N 0.278 -0.948 2.082 0.0 0.5 -0.8
C 0.089 -0.425 3.288 0.2 -1.0 0.7
H 0.802 -3.134 5.225 0.0 0.0 -0.1
H 1.179 -4.091 2.868 -0.1 0.3 0.3
H 0.827 -2.605 0.932 -0.1 0.3 0.3
H -0.211 0.610 3.411 0.0 0.0 -0.3
```
Positions in Å, forces in eV/Å.

=====

(2)
DFT (the ωB97M-V functional and the def2-TZVPD basis) results for a cluster of 4 separate species, C28H31F3N2O4P in total at a distorted geometry.

Total charge ... +1
E_HOMO ... -10.7 eV
HOMO-LUMO gap ... 6.3 eV

XYZ file:
```
69
Properties=species:S:1:pos:R:3:forces:R:3
C -1.407 2.852 -0.194 0.7 0.4 -1.1
C -0.922 1.541 -0.855 0.2 -0.4 0.1
C -1.222 0.231 -0.057 -0.6 0.4 -0.3
C -1.806 -0.922 -0.932 -0.6 0.0 1.2
N -0.840 -2.013 -1.231 0.8 0.9 0.2
C 0.240 -1.654 -1.978 -0.8 0.5 -0.5
C 0.083 -0.749 -3.064 0.5 0.4 -0.6
C 1.154 -0.359 -3.841 -0.7 -0.7 0.4
C 0.942 0.647 -4.959 1.0 1.6 -1.0
O 1.809 1.443 -5.222 -0.4 -0.9 0.5
O -0.227 0.708 -5.656 0.5 -1.1 1.4
C 2.432 -0.911 -3.550 0.0 0.7 -0.8
C 2.537 -1.795 -2.539 0.7 0.0 -0.4
N 1.472 -2.151 -1.759 1.1 -0.6 -0.3
P 1.782 -3.327 -0.417 -0.4 -1.1 2.3
O 3.367 -3.159 -0.035 -1.3 -0.1 -1.7
O 1.705 -4.774 -1.190 0.6 1.6 -0.4
H -2.476 2.881 0.018 0.4 -0.2 0.1
H -1.236 3.649 -0.942 0.0 -0.2 0.4
H -0.804 3.134 0.681 -0.4 -0.3 -0.1
H -1.407 1.433 -1.841 0.1 0.2 0.3
H 0.162 1.600 -1.061 -0.4 0.1 0.1
H -0.372 -0.109 0.559 -0.2 0.0 -0.3
H -2.018 0.482 0.654 0.3 -0.2 -0.1
H -2.319 -0.537 -1.823 0.4 -0.2 0.1
H -2.602 -1.389 -0.331 0.3 -0.1 -0.4
H -0.572 -2.456 -0.355 -0.1 -0.3 -0.2
H -0.879 -0.312 -3.321 0.0 -0.3 0.5
H -0.789 -0.003 -5.309 -0.3 0.2 -0.5
H 3.314 -0.643 -4.130 -0.3 0.0 0.1
H 3.526 -2.241 -2.341 -0.8 0.1 0.2
H 3.888 -3.594 -0.737 0.6 0.2 0.5
H 2.241 -4.742 -2.002 -0.2 -0.6 0.0
F 5.444 -3.518 -2.358 -0.3 -0.1 0.1
C 6.556 -3.060 -3.007 0.6 0.3 -0.3
C 7.523 -3.961 -3.394 -0.1 -0.4 0.1
C 8.649 -3.494 -4.058 -0.1 0.2 0.0
C 8.793 -2.137 -4.313 0.1 0.0 0.0
C 7.809 -1.244 -3.911 0.1 -0.1 0.0
C 6.677 -1.709 -3.257 -0.4 0.1 0.1
H 7.396 -5.014 -3.178 0.0 0.0 0.0
H 9.414 -4.190 -4.374 0.0 0.0 0.0
H 9.673 -1.775 -4.827 0.0 0.0 0.0
H 7.923 -0.186 -4.106 0.0 0.0 0.0
H 5.895 -1.028 -2.942 0.1 0.0 0.0
F -3.264 1.826 1.637 -0.3 -0.1 0.4
C -4.549 1.555 1.984 -0.5 -0.1 0.1
C -5.331 2.565 2.503 0.1 0.3 -0.1
C -6.644 2.293 2.854 0.0 -0.2 -0.1
C -7.154 1.012 2.692 -0.1 0.0 0.0
C -6.352 0.004 2.173 0.0 0.1 0.0
C -5.041 0.277 1.811 0.2 -0.2 -0.1
H -4.914 3.556 2.629 0.0 0.0 0.0
H -7.269 3.079 3.255 0.1 0.0 0.0
H -8.177 0.800 2.971 0.0 0.0 0.0
H -6.748 -0.996 2.051 0.0 0.0 0.0
H -4.403 -0.495 1.398 0.0 0.0 0.0
F -5.118 2.160 5.720 0.0 0.0 0.0
C -3.837 2.458 6.006 0.4 0.1 0.1
C -2.978 2.804 4.981 0.0 0.0 -0.2
C -1.659 3.116 5.280 -0.1 -0.1 0.2
C -1.214 3.068 6.595 0.1 0.0 0.0
C -2.090 2.714 7.613 0.0 0.0 -0.2
C -3.412 2.412 7.320 -0.2 -0.1 0.2
H -3.339 2.828 3.963 0.1 0.0 0.1
H -0.977 3.396 4.487 0.0 0.0 0.0
H -0.184 3.308 6.826 0.0 0.0 0.0
H -1.743 2.673 8.637 0.0 0.0 0.0
H -4.111 2.142 8.101 0.0 0.0 0.0
```
Positions in Å, forces in eV/Å.

=====

(3)
DFT (the ωB97M-V functional and the def2-TZVPD basis) results for a structure of composition C30H58Br2F3NiO14S6 at a distorted geometry.

Total charge ... +1
<S²> ... 2.004
E_HOMO (alpha / beta) ... -11.1 / -11.1 eV
2S+1 ... 3
HOMO-LUMO gap (alpha / beta) ... 8.1 / 7.1 eV

XYZ file:
```
114
Properties=species:S:1:pos:R:3:forces:R:3
Ni -1.773 -0.038 -3.496 1.7 -1.0 0.2
C 0.644 -0.200 -1.375 -0.8 -2.1 -0.8
O 0.231 -0.877 -0.196 0.4 0.8 0.1
O -0.388 -0.345 -2.222 -1.3 0.9 -0.3
C 1.226 1.192 -1.167 0.9 0.5 0.9
F 1.480 1.769 -2.348 -0.3 0.2 0.0
F 0.557 2.056 -0.385 -0.7 -0.3 -0.6
F 2.419 1.070 -0.531 0.1 -0.3 -0.2
C 1.179 -1.197 0.810 0.1 0.0 0.5
C 0.491 -2.199 1.692 0.1 -1.1 1.2
H 0.096 -3.088 1.192 -0.1 0.4 -0.5
H 1.175 -2.659 2.414 0.3 0.4 0.0
H -0.314 -1.789 2.307 -0.1 0.3 -0.3
H 1.472 -0.319 1.396 -0.2 0.1 0.0
H 2.139 -1.602 0.465 -0.3 -0.1 -0.6
H 1.435 -0.813 -1.852 0.8 0.5 0.5
C -2.976 0.629 2.063 0.2 -0.1 -1.2
C -3.705 1.381 3.182 0.5 -0.5 0.5
C -3.976 2.769 2.661 0.6 0.0 -0.7
S -2.353 3.206 1.933 -2.2 -1.2 -0.6
O -1.461 3.487 3.019 0.5 0.4 -0.1
O -2.670 4.062 0.816 0.9 0.6 0.2
C -2.000 1.542 1.277 -0.5 0.7 1.2
H -3.687 0.369 1.275 -0.5 -0.2 0.3
H -2.536 -0.330 2.336 0.2 0.2 0.4
H -3.040 1.482 4.044 -0.1 -0.2 0.1
H -4.568 0.770 3.449 -0.2 0.4 0.2
H -4.205 3.590 3.334 -0.1 -0.3 0.3
H -4.688 2.740 1.835 0.0 0.2 0.0
H -0.938 1.401 1.440 0.0 -0.3 -0.3
H -2.349 1.575 0.253 0.7 0.0 -0.3
C -5.825 -1.866 -0.160 -0.3 -0.4 0.5
C -4.769 -2.945 0.197 0.3 -0.4 -0.1
C -3.538 -2.716 -0.648 0.2 1.0 -1.1
S -4.176 -2.218 -2.255 0.4 -0.6 2.2
O -4.587 -3.404 -2.943 -0.3 0.5 -0.6
O -3.136 -1.363 -2.837 -0.7 0.5 -0.5
C -5.555 -1.270 -1.524 0.3 1.0 -1.7
H -5.818 -1.101 0.614 0.1 0.2 -0.2
H -6.808 -2.328 -0.109 0.0 0.1 -0.1
H -5.166 -3.937 -0.011 0.0 0.0 0.1
H -4.485 -2.889 1.246 -0.2 -0.1 0.1
H -2.833 -3.508 -0.894 -0.2 -0.3 0.5
H -2.969 -1.827 -0.369 0.1 -0.1 0.4
H -6.342 -1.199 -2.278 -0.3 -0.8 0.3
H -5.253 -0.218 -1.534 0.5 -0.2 0.5
C 1.706 -3.605 -3.961 0.8 -1.0 -1.1
C 0.714 -4.536 -3.299 -0.2 -0.5 1.8
C -0.540 -3.708 -3.083 0.3 0.3 -0.6
S -0.738 -3.032 -4.761 -0.4 -1.0 1.1
O -1.183 -1.652 -4.626 0.2 0.8 -0.8
O -1.549 -3.934 -5.526 0.1 0.3 -0.3
C 1.026 -3.209 -5.270 -0.9 0.8 0.0
H 2.603 -4.177 -4.209 0.1 0.2 0.0
H 2.013 -2.745 -3.368 -0.3 0.0 0.2
H 1.036 -4.942 -2.335 0.3 0.3 0.0
H 0.502 -5.448 -3.861 0.0 0.3 -0.5
H -0.363 -2.863 -2.411 0.0 0.0 0.0
H -1.408 -4.277 -2.759 -0.2 0.1 -0.4
H 1.360 -2.299 -5.765 0.0 0.2 0.3
H 0.999 -3.983 -6.034 0.0 -0.3 0.2
C 1.527 3.864 -5.580 0.0 0.6 0.9
C 0.259 4.725 -5.515 -2.1 -1.0 -2.2
C -0.847 3.779 -4.961 1.9 0.5 1.9
S -0.542 2.164 -5.646 0.5 1.5 0.3
O -1.286 1.917 -6.836 -0.6 -0.5 -0.1
O -0.609 1.247 -4.494 -0.5 -0.4 -0.3
C 1.169 2.466 -6.057 0.2 -0.3 -0.9
H 1.930 3.822 -4.565 0.2 0.0 -0.1
H 2.264 4.337 -6.224 0.1 -0.2 0.0
H -0.207 4.919 -6.493 1.1 0.4 -0.4
H 0.335 5.694 -5.037 0.1 -0.2 0.5
H -1.883 4.093 -4.966 0.0 0.0 -0.2
H -0.419 3.664 -3.954 -1.1 -0.4 0.4
H 1.211 2.464 -7.148 -0.3 -0.2 0.0
H 1.777 1.623 -5.733 0.1 0.2 0.4
C 2.497 2.301 2.769 0.1 -0.5 -0.9
C 3.965 1.863 2.769 -0.1 0.7 0.9
C 4.748 3.171 2.895 -0.3 0.0 -0.1
S 3.807 4.213 4.049 -0.6 -0.5 -0.5
O 3.506 5.516 3.513 0.4 0.0 -0.1
O 4.449 4.071 5.326 -0.2 0.1 0.3
C 2.270 3.238 3.945 0.9 -0.7 0.0
H 1.865 1.411 2.786 -0.2 0.1 0.2
H 2.290 2.812 1.824 -0.1 0.1 0.0
H 4.276 1.289 1.899 -0.1 0.0 -0.1
H 4.149 1.283 3.677 0.0 -0.2 -0.1
H 4.733 3.701 1.943 0.4 0.1 0.0
H 5.723 3.006 3.343 0.2 0.4 -0.3
H 1.401 3.862 3.775 0.0 0.2 0.5
H 2.287 2.647 4.861 -0.5 0.2 0.2
C -1.206 -1.656 5.329 0.8 0.2 -0.4
C -0.338 -2.471 6.318 0.6 -1.4 -0.5
C 0.641 -1.593 7.056 0.4 1.5 0.5
S 1.140 -0.352 5.863 -0.8 -0.9 -0.8
O 2.174 -0.912 5.024 0.0 0.1 0.0
O 1.293 0.943 6.445 0.4 0.5 0.4
C -0.436 -0.371 4.967 -0.1 1.0 1.4
H -2.167 -1.411 5.772 -0.1 0.0 -0.2
H -1.313 -2.199 4.391 -0.5 -0.4 0.3
H 0.193 -3.190 5.685 0.4 0.2 0.2
H -0.848 -3.140 7.010 -0.5 0.4 0.0
H 1.573 -1.959 7.485 -0.1 -0.7 -0.3
H 0.212 -0.998 7.868 -0.4 -0.2 -0.1
H -0.205 -0.036 3.957 -0.2 -0.6 -0.3
H -0.963 0.456 5.449 0.1 0.2 -0.2
Br 4.880 0.623 -2.671 0.3 -0.6 -0.4
C 4.789 -1.188 -1.841 -1.2 1.5 0.2
C 5.725 -1.155 -0.681 1.3 0.1 0.6
Br 5.264 -2.455 0.697 -0.1 0.0 -0.2
H 4.807 -1.958 -2.601 0.6 -0.1 0.0
H 3.771 -1.110 -1.462 0.0 -0.4 0.1
H 5.744 -0.181 -0.198 -0.7 0.0 0.1
H 6.790 -1.281 -0.871 -0.2 -0.5 -0.5
```
Positions in Å, forces in eV/Å.